Entry 1:
2 unconnected molecules or ions with the total composition C2H8N2O2S at a distorted geometry, computed with wB97M-V/def2-TZVPD.

The geometry in XYZ format:
```
15
Properties=species:S:1:pos:R:3:nbo_charge:R:1
C -1.93808 0.90989 -1.74672 -0.4976
C 2.67834 -1.34574 0.48016 -0.2766
N -3.16838 1.28872 -1.11545 -0.1042
N -3.27080 1.35970 0.08669 -0.3006
O 0.16326 -0.00310 0.82709 -0.9663
O 1.86034 -1.73326 1.55600 -0.7042
S 0.69361 -0.64401 2.01536 1.3882
H -1.66046 1.71496 -2.42892 0.2157
H -1.12886 0.71472 -1.02823 0.1993
H -2.13505 0.02010 -2.34590 0.2169
H 2.10014 -0.75037 -0.23411 0.2032
H 3.03187 -2.25287 -0.00914 0.2041
H 3.52655 -0.75421 0.83869 0.1780
H 1.65590 0.35010 2.46884 -0.0252
H -2.40838 1.12536 0.63566 0.2695
```

Results
HOMO-LUMO gap (eV): 9.1318
ΔE to the lowest compared entry with this formula, charge and spin (kJ/mol): 223.8

=====

Entry 2:
A molecular structure, C2H8N2O3S2 at a distorted geometry, computed with wB97M-V/def2-TZVPD.

The geometry in XYZ format:
```
17
Properties=species:S:1:pos:R:3:nbo_charge:R:1
C -1.59319 -0.40334 1.35304 0.4077
C 0.34667 -0.79663 -0.87877 -1.0959
N -0.42406 -0.63616 1.86086 -0.7204
N -1.89864 0.49896 0.46495 -0.7193
O -0.35215 1.64653 -1.31587 -0.9960
O 1.20521 1.18185 0.43538 -1.0059
O 1.85874 1.19614 -2.02102 -0.8642
S 1.63333 -1.72600 -0.06620 -0.0557
S 0.71598 0.79136 -0.90449 2.2828
H -2.37611 -1.08501 1.69475 0.1922
H 0.28614 -1.10157 -2.02233 0.2408
H 0.46149 -0.26134 1.60112 0.4708
H -0.44670 -1.30973 2.64503 0.4117
H -1.03773 0.81561 0.04206 0.4255
H -2.76250 0.62527 -0.02727 0.4281
H 1.54881 2.04235 -2.15678 0.4827
H 2.83470 -1.47828 -0.70446 0.1152
```

Results
HOMO-LUMO gap (eV): 8.7800

=====

Entry 3:
2 unconnected molecules or ions with the total composition C2H8N2OSi at a distorted geometry, computed with wB97M-V/def2-TZVPD.

The geometry in XYZ format:
```
14
Properties=species:S:1:pos:R:3:nbo_charge:R:1
H -1.45137 -2.28309 -0.26306 0.3886
N -0.50857 -2.08313 0.01127 -1.3801
Si 0.23284 -0.67813 0.11599 1.8820
N -0.19620 1.00155 -0.01623 -1.3119
C 2.12280 -0.78323 -0.10842 -0.6871
C 2.97168 0.25587 0.09377 -0.3259
H -0.60538 1.51549 0.72568 0.4070
H 0.43909 1.59827 -0.49806 0.4010
H 2.31962 -1.87538 -0.01351 0.2451
H 3.98069 0.10018 0.30275 0.1854
H 2.91096 1.34539 -0.04041 0.1983
O -3.24339 0.21432 -0.00535 -0.9400
H -2.36096 0.04792 -0.16448 0.4668
H -3.77199 -0.38415 -0.62442 0.4708
```

Results
HOMO-LUMO gap (eV): 9.4130
ΔE to the lowest compared entry with this formula, charge and spin (kJ/mol): 310.5
SMILES string: [H]/N=[Si](\N)C=C.O

=====

Entry 4:
2 unconnected molecules or ions with the total composition C2H8N2S, computed with wB97M-V/def2-TZVPD.

The geometry in XYZ format:
```
13
Properties=species:S:1:pos:R:3:nbo_charge:R:1
H -0.98053 2.35012 2.71103 0.3406
N -0.51007 2.37276 3.61137 -0.7076
C -1.02045 1.51305 4.38557 0.2754
N -0.62901 1.40826 5.70372 -0.8180
H -1.77018 0.77892 4.11445 0.1418
H 0.31046 1.74341 5.87588 0.3873
H -0.81159 0.55553 6.21908 0.3805
C 1.12469 -1.39268 -5.19986 -0.7221
S 0.01250 -2.82503 -5.30037 -0.0505
H 0.87260 -0.87966 -4.27771 0.2256
H 1.01791 -0.80473 -6.10214 0.2198
H 2.15564 -1.71328 -5.15077 0.2110
H 0.22803 -3.10667 -6.59025 0.1163
```

Results
HOMO-LUMO gap (eV): 10.1010
ΔE to the lowest compared entry with this formula, charge and spin (kJ/mol): 5.7
SMILES string: [H]/N=C/N.CS

=====

Entry 5:
2 unconnected molecules or ions with the total composition C2H8N2S at a distorted geometry, computed with wB97M-V/def2-TZVPD.

The geometry in XYZ format:
```
13
Properties=species:S:1:pos:R:3:nbo_charge:R:1
C -1.42190 -0.13316 1.17042 -0.4212
C -0.16046 -0.70091 -1.54843 -0.4904
N -0.38772 0.81893 0.77404 -0.4698
N 0.62893 0.40147 0.00972 -0.3909
S 1.42058 1.76347 -0.72837 0.1195
H -2.15818 -0.23336 0.38734 0.1853
H -0.81723 -1.02370 1.36649 0.2136
H -1.89179 0.14812 2.08872 0.2111
H -0.61586 0.22672 -1.80117 0.1912
H 0.78322 -1.09590 -2.01512 0.2101
H -0.68586 -1.42131 -1.04231 0.1770
H -0.71946 1.82701 0.50126 0.3295
H 2.54365 1.48023 0.00111 0.1351
```

Results
HOMO-LUMO gap (spin up / spin down) (eV): 8.0052 / 8.0048
ΔE to the lowest compared entry with this formula, charge and spin (kJ/mol): 400.8

=====

Entry 6:
2 unconnected molecules or ions with the total composition C2H8N3 at a distorted geometry, computed with wB97M-V/def2-TZVPD.

The geometry in XYZ format:
```
13
Properties=species:S:1:pos:R:3:nbo_charge:R:1
C -1.82718 -0.62705 -2.46906 0.0261
N -0.88221 -0.06852 -1.85432 -0.6914
H -2.15605 -1.60689 -2.16454 0.1683
H -2.26014 -0.35532 -3.41072 0.1724
H -0.60647 0.83786 -2.22978 0.3517
H -0.73614 0.01015 1.66151 0.4188
N 1.35523 0.21375 0.36837 -0.7029
C 1.26039 0.23841 1.67122 0.4046
N 0.07481 0.17547 2.24198 -0.7152
H 0.57010 -0.01945 -0.23385 0.4542
H 2.26282 0.33110 -0.05232 0.4339
H 2.13125 0.29226 2.30670 0.2391
H -0.16518 0.55213 3.13671 0.4404
```

Results
HOMO-LUMO gap (eV): 10.3987
ΔE to the lowest compared entry with this formula, charge and spin (kJ/mol): 131.5
Total charge: +1

=====

Entry 7:
A gas-phase ion, C2H8N3 (charge +1) at a distorted geometry, computed with wB97M-V/def2-TZVPD.

The geometry in XYZ format:
```
13
Properties=species:S:1:pos:R:3:nbo_charge:R:1
C 0.57635 -1.21642 -1.18688 -0.4415
N -0.54428 -0.54734 -0.62709 -0.4712
C -0.24569 0.57253 0.22589 0.0933
N -1.00272 0.55871 1.49100 -0.5945
N 1.06268 0.64450 0.58068 -0.2329
H 1.19283 -1.59642 -0.38240 0.2359
H 0.22805 -2.03992 -1.80800 0.2550
H 1.21976 -0.54234 -1.78974 0.2324
H -1.35000 -0.40228 -1.22640 0.4084
H -0.48296 0.10628 2.23098 0.4071
H -1.37895 1.45539 1.78714 0.4123
H -0.57704 1.47292 -0.33772 0.3218
H 1.30195 1.53439 1.04254 0.3739
```

Results
HOMO-LUMO gap (eV): 5.7573
ΔE to the lowest compared entry with this formula, charge and spin (kJ/mol): 594.3
Total charge: +1

=====

Entry 8:
2 unconnected molecules or ions with the total composition C2H8N3, computed with wB97M-V/def2-TZVPD.

The geometry in XYZ format:
```
13
Properties=species:S:1:pos:R:3:nbo_charge:R:1
C -0.28358 1.66152 1.81818 0.0397
N 0.51592 0.97866 1.09750 -0.7200
H -1.34606 1.42793 1.82333 0.1781
H 0.01232 2.56641 2.34225 0.1838
H 1.45521 1.32670 1.29679 0.3648
H 0.51863 -0.85960 0.43861 0.4346
N -0.32017 -0.14158 -1.72862 -0.6845
C -0.27419 -1.36598 -1.30292 0.4169
N 0.28595 -1.68027 -0.13777 -0.7598
H 0.02627 0.56757 -1.08578 0.4449
H -0.81182 0.09819 -2.57572 0.4396
H -0.76989 -2.17414 -1.83831 0.2294
H 0.99141 -2.40541 -0.14753 0.4324
```

Results
HOMO-LUMO gap (eV): 11.2489
ΔE to the lowest compared entry with this formula, charge and spin (kJ/mol): 136.9
Total charge: +1

=====

Entry 9:
A gas-phase ion, C2H8N3O (charge +1) at a distorted geometry, computed with wB97M-V/def2-TZVPD.

The geometry in XYZ format:
```
14
Properties=species:S:1:pos:R:3:nbo_charge:R:1
C -2.33742 0.07229 -0.25196 -0.2382
O -1.30572 0.10149 0.75856 -0.3763
N -0.12259 -0.64329 0.36539 -0.3231
C 1.04015 0.05046 0.08025 0.6560
N 2.09827 -0.74588 0.15098 -0.7500
N 1.06380 1.30969 -0.19826 -0.7470
H -3.15040 0.56468 0.12378 0.2208
H -2.47543 -1.08520 -0.41479 0.1892
H -1.83239 0.47419 -1.14812 0.1857
H -0.13850 -1.48650 0.97882 0.4212
H 3.08151 -0.62368 -0.29655 0.4574
H 1.80050 -1.70884 0.25231 0.4133
H 1.87725 1.73533 -0.62529 0.4343
H 0.40098 1.98526 0.22489 0.4566
```

Results
HOMO-LUMO gap (eV): 11.7439
ΔE to the lowest compared entry with this formula, charge and spin (kJ/mol): 326.1
Total charge: +1
SMILES string: CO[NH+]=C(N)N

=====

Entry 10:
A molecular structure, C2H8N4 at a distorted geometry, computed with wB97M-V/def2-TZVPD.

The geometry in XYZ format:
```
14
Properties=species:S:1:pos:R:3:nbo_charge:R:1
C -2.24997 0.04367 0.12523 -0.4217
N -0.96650 -0.53779 -0.21388 -0.6403
C 0.17333 0.08519 0.02756 0.5808
N 2.42366 -0.63349 -0.10861 -0.6822
N 0.45392 1.41065 0.08264 -0.8160
N 1.06862 -0.89792 0.24526 -0.5196
H -0.00545 -1.58590 -0.00700 0.4335
H 2.63154 -1.04819 -1.01525 0.3435
H 3.01709 -1.09001 0.57463 0.3549
H -0.16431 2.04560 -0.39429 0.3945
H 1.44090 1.62763 0.06609 0.4117
H -2.34802 0.26931 1.19529 0.1816
H -3.03558 -0.66041 -0.14747 0.2058
H -2.43924 0.97166 -0.43020 0.1735
```

Results
HOMO-LUMO gap (eV): 9.3713
ΔE to the lowest compared entry with this formula, charge and spin (kJ/mol): 242.0

=====

Entry 11:
A gas-phase ion, C2H8N4 (charge +2) at a distorted geometry, computed with wB97M-V/def2-TZVPD.

The geometry in XYZ format:
```
14
Properties=species:S:1:pos:R:3:nbo_charge:R:1
N -1.15308 1.96656 1.22979 -0.5082
N -0.16727 0.91156 1.06347 -0.4303
C -0.27364 -0.05084 0.08691 0.3440
N -1.03144 -0.44392 -0.90500 -0.2919
C 0.03733 -1.39418 -0.48168 0.0663
N 1.17366 -1.71383 -1.42885 -0.7305
H -1.53562 1.99291 2.20413 0.4640
H -1.94165 1.62118 0.68860 0.4806
H -0.81789 2.91873 1.22431 0.4748
H 0.61815 0.94057 1.72723 0.4630
H -0.22476 -2.24373 0.06440 0.2303
H 1.65111 -2.59686 -1.04341 0.4885
H 1.75382 -0.93285 -1.58424 0.4497
H 0.95840 -1.85161 -2.53598 0.4998
```

Results
HOMO-LUMO gap (eV): 11.6106
ΔE to the lowest compared entry with this formula, charge and spin (kJ/mol): 387.6
Total charge: +2
SMILES string: [NH3+]NC1=N[C@H]1[NH3+]

=====

Entry 12:
2 unconnected molecules or ions with the total composition C2H8N4O at a distorted geometry, computed with wB97M-V/def2-TZVPD.

The geometry in XYZ format:
```
15
Properties=species:S:1:pos:R:3:nbo_charge:R:1
N -0.93489 0.28481 -0.45276 -0.8009
C -1.19330 -0.38596 -1.53862 0.5955
N -1.66741 -1.70123 -1.70120 -0.8580
N -1.09738 0.26311 -2.77251 -0.8237
H -1.02754 -0.31324 0.35660 0.3339
H -1.88301 -2.13774 -0.84587 0.3890
H -1.93662 -2.18128 -2.57329 0.4048
H -1.66870 -0.09537 -3.50894 0.3696
H -1.24760 1.24151 -2.61354 0.3928
N 2.35237 0.73608 1.34518 -0.8295
C 1.25778 0.62580 2.16502 0.5139
O 1.37010 0.30841 3.34300 -0.6158
H 3.28289 0.63688 1.72784 0.3966
H 2.27284 1.12318 0.41241 0.3975
H 0.29120 0.74031 1.61132 0.1345
```

Results
HOMO-LUMO gap (eV): 9.9801
ΔE to the lowest compared entry with this formula, charge and spin (kJ/mol): 58.1
SMILES string: N=C(N)N.NC=O

=====

Number 1: total energy -20110.781 eV. Number 2: total energy -32994.086 eV. Number 3: total energy -15107.812 eV. Number 4: total energy -16018.736 eV. Number 5: total energy -16014.641 eV. Number 6: total energy -6667.266 eV. Number 7: total energy -6662.470 eV. Number 8: total energy -6667.210 eV. Number 9: total energy -8713.096 eV. Number 10: total energy -8161.743 eV. Number 11: total energy -8142.651 eV. Number 12: total energy -10212.010 eV.